Record 1
This record from OMol25 describes a structure of composition C3H9OPS at a distorted geometry. The level of theory is wB97M-V/def2-TZVPD.

HOMO level in hartree: -0.2895
Max |F| in eV/A: 3.37
Energy above the lowest of the compared OMol25 structures with the same formula, charge and spin in kcal/mol: 120.32
Frontier orbital gap in eV: 7.7
LUMO in eV: -0.1276
Total energy in eV: -25424.86352

The geometry in XYZ format:
```
15
Properties=species:S:1:pos:R:3:mulliken_charge:R:1
C -0.276 -2.496 0.474 -0.62
C 1.653 0.911 -0.521 -0.90
C 0.621 0.795 0.625 -0.56
O -1.696 0.163 1.459 -0.52
P -0.865 -0.133 0.092 0.47
S -1.852 1.192 -1.255 -0.32
H -1.056 -2.965 -0.129 0.23
H 0.749 -2.683 0.058 0.19
H 2.644 1.196 -0.130 0.32
H 1.856 -0.178 -0.940 0.22
H 1.240 1.423 -1.454 0.26
H 0.226 1.794 0.938 0.34
H 0.930 0.500 1.616 0.41
H -2.555 -0.227 1.552 0.32
H -1.619 0.707 -2.385 0.14
```

***

Record 2
This record from OMol25 describes the molecule C24H20N2O6. The level of theory is wB97M-V/def2-TZVPD.

HOMO level in hartree: -0.3136
Max |F| in eV/A: 0.71
Energy above the lowest of the compared OMol25 structures with the same formula, charge and spin in kcal/mol: 1.21
Frontier orbital gap in eV: 9.2
LUMO in eV: 0.6505
Total energy in eV: -40479.70820

The geometry in XYZ format:
```
52
Properties=species:S:1:pos:R:3:mulliken_charge:R:1
C -0.223 -4.895 5.945 -1.13
C -0.946 -4.029 4.949 0.74
O -2.057 -4.220 4.538 -0.53
O -0.162 -2.995 4.590 -0.39
C -0.572 -2.074 3.635 0.56
C -1.216 -2.445 2.463 -0.67
C -1.568 -1.474 1.544 -0.44
C -1.268 -0.137 1.784 0.33
C -1.608 0.924 0.796 0.52
O -0.877 1.871 0.574 -0.63
N -2.819 0.751 0.199 -0.01
C -3.344 1.531 -0.838 0.24
C -4.706 1.829 -0.813 -0.53
C -5.273 2.660 -1.756 -0.62
C -4.478 3.224 -2.741 -0.62
C -3.138 2.904 -2.805 -0.53
C -2.560 2.031 -1.885 0.24
N -1.216 1.682 -2.060 -0.01
C -0.674 0.452 -1.849 0.52
O -1.331 -0.539 -1.592 -0.63
C 0.808 0.415 -1.997 0.33
C 1.399 -0.709 -2.567 -0.62
C 2.769 -0.778 -2.710 -0.62
C 3.560 0.272 -2.258 0.55
O 4.933 0.117 -2.391 -0.39
C 5.726 1.148 -2.740 0.74
C 7.165 0.705 -2.743 -1.13
O 5.336 2.248 -3.017 -0.53
C 2.986 1.378 -1.647 -0.67
C 1.610 1.448 -1.524 -0.44
C -0.583 0.217 2.942 -0.62
C -0.244 -0.744 3.872 -0.63
H -0.924 -5.584 6.405 0.34
H 0.550 -5.457 5.426 0.28
H 0.255 -4.276 6.699 0.33
H -1.441 -3.482 2.272 0.39
H -2.030 -1.764 0.612 0.48
H -3.418 0.023 0.557 0.28
H -5.312 1.411 -0.022 0.40
H -6.328 2.883 -1.713 0.39
H -4.907 3.897 -3.468 0.39
H -2.518 3.314 -3.589 0.40
H -0.609 2.407 -2.415 0.28
H 0.767 -1.518 -2.902 0.48
H 3.242 -1.637 -3.160 0.44
H 7.262 -0.240 -3.270 0.32
H 7.780 1.468 -3.211 0.34
H 7.490 0.557 -1.715 0.28
H 3.606 2.176 -1.273 0.39
H 1.162 2.286 -1.012 0.48
H -0.329 1.254 3.102 0.48
H 0.277 -0.484 4.780 0.44
```

***

Record 3
This record from OMol25 describes a structure of composition C30H19Cl4F10N3O3STc. The level of theory is wB97M-V/def2-TZVPD.

HOMO level (alpha / beta) in hartree: -0.2770 / -0.2857
Max |F| in eV/A: 0.54
Energy above the lowest of the compared OMol25 structures with the same formula, charge and spin in kcal/mol: 5.06
2S+1: 4
Frontier orbital gap (alpha / beta) in eV: 7.6 / 7.0
LUMO (alpha / beta) in eV: 0.0337 / -0.7993
⟨S²⟩: 3.77
Total energy in eV: -132328.11472

The geometry in XYZ format:
```
71
Properties=species:S:1:pos:R:3:mulliken_charge:R:1
Tc -0.685 -0.129 0.468 -1.52
C -3.294 -0.120 -1.262 -1.38
N -2.847 0.395 0.049 1.44
C -3.656 -0.199 1.171 -0.89
C -2.770 -1.125 2.010 -1.20
N -1.497 -0.447 2.270 0.43
C -1.244 0.219 3.454 -0.02
C 0.062 0.606 3.801 0.33
F 1.071 0.311 2.993 -0.31
C 0.370 1.287 4.960 0.10
F 1.633 1.613 5.223 -0.34
C -0.626 1.622 5.862 0.69
F -0.345 2.277 6.989 -0.31
C -1.924 1.283 5.557 0.10
F -2.916 1.630 6.383 -0.31
C -2.221 0.616 4.381 0.29
F -3.534 0.420 4.137 -0.40
C -2.934 1.891 0.067 -1.08
C -1.947 2.436 1.099 -0.50
N -0.640 1.870 0.811 1.49
C 0.348 2.720 0.301 -1.37
C 1.352 3.227 1.132 0.30
F 1.324 2.964 2.427 -0.20
C 2.381 4.020 0.662 0.17
F 3.316 4.479 1.489 -0.31
C 2.422 4.357 -0.680 0.66
F 3.407 5.115 -1.153 -0.32
C 1.425 3.907 -1.523 0.11
F 1.453 4.229 -2.820 -0.35
C 0.409 3.111 -1.029 0.73
F -0.542 2.721 -1.897 -0.37
H -4.317 0.206 -1.465 0.37
H -3.233 -1.205 -1.268 0.44
H -2.633 0.275 -2.034 0.20
H -4.524 -0.721 0.760 0.41
H -4.013 0.621 1.792 0.44
H -2.559 -2.026 1.436 0.28
H -3.284 -1.430 2.916 0.74
H -3.967 2.189 0.270 0.44
H -2.653 2.247 -0.924 0.42
H -2.275 2.166 2.109 -0.10
H -1.926 3.527 1.058 0.62
Cl 3.929 -4.939 -0.617 -0.17
C 2.425 -4.107 -0.485 0.54
C 1.271 -4.658 -1.035 0.11
Cl 1.336 -6.158 -1.885 -0.17
C 0.061 -3.969 -0.936 0.68
Cl -1.393 -4.562 -1.656 -0.18
C 0.008 -2.738 -0.305 -1.08
O -1.102 -1.987 -0.236 -0.32
C 1.178 -2.173 0.230 0.20
O 1.065 -0.948 0.756 -0.33
C 2.375 -2.867 0.158 0.16
Cl 3.785 -2.138 0.825 -0.17
C 0.015 0.388 -4.123 -1.18
S -0.036 -0.746 -2.743 0.55
O 0.105 0.205 -1.550 0.26
C 1.568 -1.480 -2.983 0.49
C 2.695 -0.791 -2.563 -0.34
C 3.940 -1.364 -2.784 -0.71
C 4.038 -2.599 -3.405 -0.47
C 2.895 -3.288 -3.794 -0.65
C 1.645 -2.733 -3.573 -0.43
H 0.869 1.050 -3.984 0.34
H -0.917 0.948 -4.146 0.40
H 0.132 -0.208 -5.028 0.47
H 2.591 0.153 -2.044 0.32
H 4.830 -0.849 -2.449 0.44
H 5.011 -3.049 -3.556 0.41
H 2.975 -4.271 -4.239 0.41
H 0.743 -3.276 -3.834 0.47
```

***

Record 4
This record from OMol25 describes a cluster of 2 separate species, C3H4FNO2 in total at a distorted geometry. The level of theory is wB97M-V/def2-TZVPD.

HOMO level in hartree: -0.4291
Max |F| in eV/A: 5.24
Energy above the lowest of the compared OMol25 structures with the same formula, charge and spin in kcal/mol: 153.74
Frontier orbital gap in eV: 10.2
LUMO in eV: -1.4674
Total energy in eV: -11471.72578

The geometry in XYZ format:
```
11
Properties=species:S:1:pos:R:3:mulliken_charge:R:1
C -0.316 0.273 -0.494 0.02
C -0.141 -0.602 0.459 0.29
C 0.564 1.407 -0.840 -0.96
N -0.733 -1.741 1.008 0.87
O -1.867 -1.872 0.563 -0.53
O -0.172 -2.460 1.776 -0.47
F 1.584 -0.276 1.422 -0.50
H -1.218 0.162 -1.098 0.37
H 0.048 2.337 -0.596 0.28
H 1.494 1.360 -0.286 0.32
H 0.756 1.412 -1.912 0.31
```

***

Question: What is the energy above the lowest of the compared OMol25 structures with the same formula, charge and spin in the third record?
Answer: 5.06 kcal/mol

***

Question: Which formula does entry 2 have?
Answer: C24H20N2O6